{"formula": "C29H60BBrClN6O8P2S", "method": "wB97M-V/def2-TZVPD", "elements": ["C", "O", "C", "C", "C", "C", "Br", "O", "C", "B", "C", "O", "C", "C", "C", "C", "Cl", "C", "C", "C", "C", "C", "N", "N", "C", "C", "S", "C", "N", "N", "C", "O", "P", "O", "O", "O", "P", "N", "H", "H", "H", "H", "H", "H", "H", "H", "H", "H", "H", "H", "H", "H", "H", "H", "H", "H", "H", "H", "H", "H", "H", "H", "H", "H", "H", "H", "H", "H", "H", "H", "H", "H", "H", "H", "H", "H", "H", "H", "H", "H", "C", "C", "C", "C", "C", "C", "N", "O", "C", "C", "C", "H", "H", "H", "H", "H", "H", "H", "H", "H", "H", "H", "H", "H", "H", "H", "H", "H", "H"], "positions_angstrom": [[6.924, 1.210, -1.875], [5.656, 1.784, -1.698], [4.775, 1.366, -2.719], [3.345, 1.771, -2.417], [2.884, 1.496, -0.974], [1.891, 0.310, -0.867], [1.650, 0.013, 1.069], [0.780, 0.713, -1.546], [-0.394, -0.131, -1.430], [-1.432, 0.549, -0.393], [-1.486, 2.102, -0.099], [-2.271, -0.260, 0.327], [-1.077, -0.498, -2.786], [-0.166, -0.280, -4.026], [0.750, -1.442, -4.471], [0.151, -2.332, -5.563], [1.317, -2.609, -6.895], [-1.303, -2.025, -2.696], [-2.372, -2.483, -1.666], [-3.030, -3.771, -2.190], [-2.020, -4.881, -2.525], [-2.301, -6.140, -1.707], [-2.304, -5.775, -0.260], [-2.370, 0.247, -2.958], [-3.337, -0.395, -3.851], [-4.697, 0.321, -3.930], [-5.478, 0.673, -2.328], [-5.786, -0.907, -1.728], [-5.420, -1.372, -0.583], [-5.867, -2.656, -0.477], [-6.482, -2.909, -1.586], [-6.485, -1.867, -2.416], [-2.215, 1.836, -3.472], [-2.347, 2.032, -4.921], [-3.339, 2.694, -2.720], [-0.827, 2.453, -2.992], [2.762, -1.218, -1.507], [2.206, -2.634, -1.108], [7.381, 1.556, -2.807], [7.573, 1.474, -1.049], [6.886, 0.117, -1.915], [4.882, 0.285, -2.854], [5.088, 1.800, -3.676], [2.717, 1.256, -3.140], [3.249, 2.823, -2.668], [2.295, 2.362, -0.686], [3.713, 1.372, -0.289], [-0.096, -1.043, -0.922], [-2.442, 2.524, -0.404], [-0.649, 2.638, -0.529], [-1.458, 2.198, 0.987], [-3.205, -0.095, 0.152], [0.473, 0.589, -3.918], [-0.775, -0.050, -4.897], [1.604, -0.973, -4.958], [1.173, -2.032, -3.666], [-0.212, -3.279, -5.181], [-0.683, -1.820, -6.030], [-0.382, -2.494, -2.388], [-1.646, -2.410, -3.653], [-3.122, -1.714, -1.548], [-1.891, -2.757, -0.731], [-3.767, -4.132, -1.481], [-3.518, -3.489, -3.129], [-0.985, -4.613, -2.318], [-2.100, -5.152, -3.578], [-3.268, -6.558, -1.977], [-1.529, -6.887, -1.891], [-2.970, -6.387, 0.197], [-1.405, -6.060, 0.113], [-3.005, -0.461, -4.889], [-3.582, -1.408, -3.548], [-4.673, 1.204, -4.555], [-5.350, -0.388, -4.434], [-6.918, -3.867, -1.788], [-3.016, 3.598, -2.642], [-0.643, 3.162, -3.621], [4.075, -1.076, -1.005], [2.890, -0.995, -2.889], [1.374, -2.534, -0.536], [0.278, 3.634, 5.329], [1.368, 2.563, 5.100], [0.779, 1.171, 5.336], [0.544, 0.855, 6.813], [1.816, 1.090, 7.627], [2.413, 2.484, 7.427], [2.549, 2.819, 5.978], [3.586, 2.211, 5.493], [1.544, 3.532, 8.150], [3.770, 2.557, 8.121], [1.754, 2.699, 3.631], [-0.382, 3.411, 6.165], [0.723, 4.617, 5.490], [-0.367, 3.710, 4.455], [1.455, 0.416, 4.921], [-0.159, 1.079, 4.785], [-0.280, 1.454, 7.208], [0.235, -0.187, 6.915], [1.608, 0.936, 8.689], [2.555, 0.334, 7.346], [1.869, 4.544, 7.901], [1.638, 3.413, 9.229], [0.482, 3.451, 7.933], [4.456, 1.788, 7.771], [3.640, 2.410, 9.193], [4.237, 3.530, 7.967], [2.194, 3.678, 3.428], [0.869, 2.592, 3.005], [2.461, 1.935, 3.315]], "spin_multiplicity": 2, "total_energy_ev": -169020.27439, "homo_lumo_gap_ev": [8.57, 8.98]}

{"formula": "C29H60ClN6O12S4", "method": "wB97M-V/def2-TZVPD", "elements": ["C", "C", "C", "C", "C", "C", "C", "N", "C", "C", "C", "C", "C", "N", "C", "N", "N", "N", "O", "C", "S", "Cl", "C", "C", "C", "C", "C", "S", "O", "O", "O", "N", "C", "C", "O", "C", "C", "O", "H", "H", "H", "H", "H", "H", "H", "H", "H", "H", "H", "H", "H", "H", "H", "H", "H", "H", "H", "H", "H", "H", "H", "H", "H", "H", "H", "H", "H", "H", "H", "H", "H", "H", "H", "H", "H", "H", "H", "H", "H", "H", "H", "H", "O", "S", "O", "O", "C", "C", "C", "H", "H", "H", "H", "H", "H", "H", "H", "O", "S", "O", "O", "C", "C", "C", "H", "H", "H", "H", "H", "H", "H", "H"], "positions_angstrom": [[-1.863, -2.129, 5.487], [-3.321, -1.684, 5.545], [-4.096, -1.626, 4.201], [-3.356, -2.039, 2.926], [-2.712, -0.851, 2.209], [-1.824, -1.267, 1.014], [-0.291, -1.250, 1.226], [-0.059, -1.544, 2.642], [0.274, -2.397, 0.435], [-0.135, -3.823, 0.354], [0.516, -4.710, 1.449], [2.058, -4.692, 1.462], [2.552, -4.333, 2.861], [4.010, -4.177, 2.871], [4.581, -3.178, 3.689], [5.758, -2.713, 3.540], [3.792, -2.764, 4.775], [1.285, -1.961, -0.251], [1.928, -2.650, -1.231], [1.863, -0.652, 0.257], [2.998, 0.061, -0.964], [3.000, -1.165, 1.531], [0.534, 0.067, 0.702], [-0.146, 0.599, -0.584], [0.150, 2.021, -1.151], [1.291, 2.901, -0.629], [0.912, 4.373, -0.813], [2.165, 5.473, -0.266], [1.601, 6.786, -0.179], [3.332, 5.237, -1.054], [2.468, 4.938, 1.192], [0.571, 1.021, 1.813], [-0.266, 2.151, 1.894], [-1.726, 2.130, 1.570], [0.222, 3.178, 2.320], [1.705, 1.233, 2.734], [2.989, 1.849, 2.271], [1.515, 0.981, 3.882], [-1.772, -3.118, 5.030], [-1.481, -2.238, 6.502], [-1.230, -1.429, 4.945], [-3.349, -0.699, 6.012], [-3.850, -2.357, 6.219], [-4.434, -0.597, 4.052], [-5.006, -2.216, 4.298], [-4.107, -2.433, 2.235], [-2.649, -2.855, 3.088], [-3.537, -0.281, 1.776], [-2.205, -0.176, 2.895], [-2.113, -0.752, 0.107], [-2.115, -2.302, 0.840], [-0.400, -2.460, 2.893], [0.892, -1.410, 2.954], [0.163, -4.203, -0.623], [-1.214, -3.944, 0.411], [0.130, -4.398, 2.419], [0.141, -5.714, 1.261], [2.424, -3.964, 0.739], [2.415, -5.685, 1.198], [2.257, -5.139, 3.532], [2.037, -3.419, 3.158], [4.309, -3.986, 1.923], [6.249, -3.177, 2.780], [2.975, -2.241, 4.483], [4.363, -2.136, 5.330], [1.340, -2.635, -2.003], [2.157, 0.152, -2.003], [-1.209, 0.592, -0.420], [-0.006, -0.143, -1.374], [-0.777, 2.587, -1.052], [0.284, 1.930, -2.232], [2.195, 2.743, -1.214], [1.533, 2.766, 0.413], [-0.042, 4.619, -0.346], [0.796, 4.581, -1.875], [1.721, 5.201, 1.758], [-2.097, 1.272, 1.036], [-1.943, 3.039, 1.011], [-2.259, 2.206, 2.517], [3.043, 2.856, 2.680], [3.800, 1.271, 2.706], [3.123, 1.860, 1.196], [0.619, 1.969, -4.966], [1.453, 2.488, -6.017], [2.673, 1.810, -6.320], [1.738, 4.015, -5.730], [2.238, 4.377, -4.420], [3.710, 4.076, -4.240], [0.514, 2.704, -7.485], [1.628, 3.878, -3.667], [2.051, 5.445, -4.342], [3.902, 3.004, -4.236], [4.054, 4.493, -3.292], [4.291, 4.514, -5.051], [-0.396, 3.246, -7.245], [0.282, 1.710, -7.863], [1.119, 3.249, -8.204], [-3.253, -1.672, -2.617], [-3.248, -0.491, -3.436], [-3.288, 0.793, -2.803], [-4.382, -0.600, -4.521], [-5.735, -0.895, -4.074], [-6.428, 0.313, -3.483], [-1.859, -0.561, -4.508], [-5.704, -1.731, -3.374], [-6.246, -1.235, -4.970], [-5.972, 0.616, -2.541], [-7.475, 0.076, -3.297], [-6.373, 1.159, -4.167], [-1.838, -1.531, -4.998], [-0.976, -0.425, -3.886], [-1.924, 0.245, -5.233]], "relative_energy_kcal_mol": 8.6, "total_energy_ev": -120410.78505, "homo_lumo_gap_ev": 7.30, "charge": 1}

{"formula": "C29H61Cl2FN4O7S6", "method": "wB97M-V/def2-TZVPD", "elements": ["C", "C", "C", "F", "C", "C", "N", "C", "C", "C", "C", "N", "C", "C", "N", "C", "Cl", "C", "C", "Cl", "N", "C", "C", "C", "O", "H", "H", "H", "H", "H", "H", "H", "H", "H", "H", "H", "H", "H", "H", "H", "H", "H", "H", "H", "H", "H", "H", "H", "H", "H", "C", "S", "O", "C", "H", "H", "H", "H", "H", "H", "C", "S", "O", "C", "H", "H", "H", "H", "H", "H", "C", "S", "O", "C", "H", "H", "H", "H", "H", "H", "C", "S", "O", "C", "H", "H", "H", "H", "H", "H", "C", "S", "O", "C", "H", "H", "H", "H", "H", "H", "C", "S", "O", "C", "H", "H", "H", "H", "H", "H"], "positions_angstrom": [[0.971, -3.336, 3.414], [1.403, -2.296, 2.386], [1.427, -2.804, 0.936], [0.721, -3.999, 0.831], [0.980, -1.806, -0.198], [0.618, -2.711, -1.313], [0.336, -3.411, -2.179], [2.268, -1.119, -0.744], [2.156, 0.164, -1.573], [3.520, 0.849, -1.656], [3.479, 2.373, -1.887], [2.135, 2.930, -2.087], [-0.382, -0.998, 0.082], [-1.174, -1.931, 0.933], [-1.748, -2.733, 1.527], [-0.468, 0.347, 0.880], [-2.129, 0.858, 0.865], [0.376, 1.112, 1.596], [1.836, 0.935, 1.833], [-0.185, 2.542, 2.360], [-1.157, -0.892, -1.173], [-2.462, -1.517, -1.308], [-0.922, 0.171, -2.082], [-0.892, -0.231, -3.535], [-0.772, 1.322, -1.750], [0.166, -3.961, 3.053], [0.634, -2.808, 4.301], [1.812, -3.952, 3.722], [2.403, -1.954, 2.641], [0.771, -1.422, 2.498], [2.453, -3.070, 0.679], [2.766, -1.858, -1.369], [2.971, -0.960, 0.062], [1.862, -0.114, -2.580], [1.396, 0.812, -1.166], [4.104, 0.676, -0.755], [4.101, 0.393, -2.455], [3.952, 2.855, -1.026], [4.096, 2.641, -2.739], [1.565, 2.795, -1.260], [2.227, 3.937, -2.160], [2.397, 1.427, 1.046], [2.099, 1.463, 2.743], [2.151, -0.077, 1.983], [-2.408, -2.601, -1.302], [-3.194, -1.150, -0.594], [-2.856, -1.249, -2.286], [-1.333, -1.204, -3.711], [0.129, -0.191, -3.895], [-1.471, 0.511, -4.080], [8.865, -0.407, -3.205], [8.422, 1.331, -3.336], [7.646, 1.675, -2.116], [7.238, 1.127, -4.668], [9.573, -0.508, -2.385], [7.971, -0.994, -2.996], [9.332, -0.732, -4.134], [6.458, 0.431, -4.357], [7.752, 0.754, -5.551], [6.797, 2.095, -4.891], [-0.419, 0.027, 6.929], [0.479, 0.948, 5.691], [1.221, -0.047, 4.861], [1.676, 1.676, 6.814], [-1.201, -0.536, 6.426], [0.264, -0.651, 7.442], [-0.875, 0.723, 7.633], [2.214, 0.884, 7.335], [1.157, 2.320, 7.523], [2.371, 2.268, 6.222], [6.981, 0.410, -8.480], [6.538, 2.153, -8.551], [5.794, 2.473, -7.307], [5.326, 1.950, -9.861], [7.717, 0.280, -7.693], [6.093, -0.183, -8.260], [7.416, 0.111, -9.434], [4.554, 1.252, -9.537], [5.823, 1.587, -10.760], [4.884, 2.925, -10.055], [-2.623, -5.392, 6.687], [-1.894, -3.923, 5.954], [-2.390, -2.761, 6.740], [-2.825, -3.976, 4.429], [-2.196, -5.516, 7.680], [-3.702, -5.262, 6.762], [-2.382, -6.259, 6.072], [-3.892, -3.961, 4.653], [-2.558, -4.882, 3.884], [-2.561, -3.111, 3.829], [-4.675, 2.407, -0.991], [-6.163, 1.703, -0.279], [-6.508, 0.505, -1.093], [-7.266, 3.024, -0.784], [-3.868, 1.700, -0.814], [-4.816, 2.555, -2.061], [-4.446, 3.354, -0.500], [-7.231, 3.128, -1.869], [-6.968, 3.950, -0.295], [-8.272, 2.762, -0.465], [-11.542, 2.609, 2.738], [-9.777, 2.700, 3.060], [-9.200, 3.622, 2.047], [-9.405, 1.028, 2.521], [-11.971, 3.581, 2.971], [-11.708, 2.373, 1.687], [-11.987, 1.848, 3.378], [-9.722, 0.896, 1.486], [-9.918, 0.318, 3.170], [-8.330, 0.879, 2.595]], "total_energy_ev": -144121.80546, "homo_lumo_gap_ev": 9.04}

{"formula": "C29H62BF3N3O6S", "method": "wB97M-V/def2-TZVPD", "elements": ["C", "C", "C", "C", "C", "C", "C", "C", "C", "O", "O", "B", "C", "S", "C", "C", "O", "C", "C", "C", "C", "C", "N", "C", "C", "C", "O", "C", "F", "F", "F", "H", "H", "H", "H", "H", "H", "H", "H", "H", "H", "H", "H", "H", "H", "H", "H", "H", "H", "H", "H", "H", "H", "H", "H", "H", "H", "H", "H", "H", "H", "H", "H", "H", "H", "H", "H", "H", "H", "H", "H", "C", "C", "C", "O", "C", "N", "H", "H", "H", "H", "H", "H", "H", "H", "H", "H", "H", "C", "C", "C", "O", "C", "N", "H", "H", "H", "H", "H", "H", "H", "H", "H", "H", "H"], "positions_angstrom": [[4.312, 2.668, -0.616], [4.334, 1.305, -1.498], [5.762, 0.597, -1.194], [5.622, -0.357, 0.103], [4.995, -1.737, -0.441], [4.789, -2.847, 0.685], [4.114, -2.311, 2.025], [2.602, -1.784, 1.831], [1.679, -2.786, 1.011], [1.827, -4.030, 1.744], [1.894, -2.810, -0.408], [1.127, -1.646, -0.924], [1.022, -1.413, -2.544], [2.271, -2.502, -3.407], [1.691, -4.267, -3.323], [2.940, -5.265, -3.293], [-0.104, -1.719, -0.111], [0.043, -2.555, 1.082], [-0.420, -1.538, 2.219], [-1.998, -1.423, 2.426], [-2.687, -0.342, 1.427], [-4.162, -0.813, 0.963], [-4.167, -1.318, -0.435], [-3.978, -0.229, -1.435], [-5.344, -2.137, -0.735], [-5.052, -3.517, -1.507], [-6.504, -1.754, -0.440], [-0.897, -3.797, 0.701], [-0.266, -4.758, -0.133], [-1.386, -4.525, 1.808], [-1.960, -3.289, -0.094], [4.757, 2.362, 0.397], [3.243, 2.990, -0.415], [4.978, 3.478, -1.052], [4.169, 1.497, -2.603], [3.483, 0.643, -1.101], [6.123, -0.032, -2.077], [6.522, 1.426, -1.033], [4.931, 0.140, 0.862], [6.656, -0.550, 0.535], [4.030, -1.478, -0.981], [5.708, -2.163, -1.227], [5.836, -3.259, 0.939], [4.216, -3.729, 0.247], [4.075, -3.142, 2.808], [4.773, -1.477, 2.460], [2.213, -1.606, 2.899], [2.656, -0.732, 1.371], [1.902, -4.789, 1.133], [1.649, -0.637, -0.496], [-0.038, -1.559, -2.956], [1.311, -0.324, -2.766], [1.005, -4.457, -2.430], [1.106, -4.469, -4.283], [3.318, -5.423, -2.235], [2.590, -6.258, -3.736], [3.728, -4.830, -3.997], [0.007, -0.503, 1.991], [0.031, -1.836, 3.233], [-2.151, -0.977, 3.478], [-2.552, -2.418, 2.441], [-2.008, -0.166, 0.532], [-2.731, 0.653, 2.001], [-4.432, -1.685, 1.660], [-4.928, 0.004, 1.167], [-3.925, -0.753, -2.460], [-2.972, 0.302, -1.323], [-4.834, 0.518, -1.478], [-5.951, -3.893, -2.083], [-4.682, -4.248, -0.710], [-4.175, -3.289, -2.200], [4.228, 5.152, 5.447], [4.228, 3.652, 5.165], [5.060, 3.257, 3.928], [4.430, 3.535, 2.684], [4.553, 4.880, 2.250], [2.841, 3.190, 5.054], [3.574, 5.706, 4.771], [3.869, 5.346, 6.462], [5.236, 5.568, 5.367], [4.683, 3.162, 6.033], [5.199, 2.171, 3.949], [6.063, 3.701, 3.960], [5.514, 5.318, 2.535], [3.728, 5.476, 2.647], [4.475, 4.892, 1.161], [2.839, 2.175, 4.965], [2.486, 3.508, 4.151], [-8.089, 1.586, -2.094], [-7.953, 3.101, -1.975], [-8.596, 3.873, -3.145], [-7.836, 3.856, -4.349], [-7.993, 2.682, -5.129], [-6.534, 3.440, -1.819], [-7.395, 1.157, -2.820], [-7.873, 1.109, -1.134], [-9.105, 1.304, -2.384], [-8.478, 3.400, -1.061], [-8.663, 4.927, -2.857], [-9.622, 3.534, -3.333], [-9.009, 2.283, -5.070], [-7.268, 1.927, -4.821], [-7.781, 2.938, -6.169], [-6.453, 4.439, -1.639], [-6.092, 3.325, -2.731]], "total_energy_ev": -67496.43173, "homo_lumo_gap_ev": 6.60, "charge": -1}